No. 1
Here is a molecular structure, C19H39AlI3O7P2 in a non-equilibrium geometry from the Open Molecules 2025 dataset. Energies are from ωB97M-V with the def2-TZVPD basis set.

Computed properties:
charge = -1
E_HOMO = -3.7 eV
lowest unoccupied orbital energy = 1.100 eV
multiplicity = 1
gap between HOMO and LUMO = 4.8 eV

Last column: Mulliken charge in e.
Positions of all 71 atoms, in Å:
C (0.19982, -5.11555, 1.50471)  -0.3666
C (-1.13848, -5.63339, 1.32162)  -0.2465
C (-2.07030, -4.88781, 0.28884)  0.6354
O (-1.83565, -5.06179, -0.93136)  -0.6143
O (-3.10895, -4.01416, 0.63739)  -0.3183
C (-3.38357, -4.01147, 2.06293)  -0.3578
C (-4.49688, -2.85980, 2.31340)  -0.6476
C (-4.05669, -1.78995, 3.42154)  -0.5258
C (-3.72318, -0.32413, 2.81410)  -0.7623
C (-2.11883, -0.14416, 2.91346)  -0.8110
C (-1.29663, -1.29022, 2.14275)  0.2131
Al (0.36552, -0.58258, 1.15283)  -1.1951
C (1.06918, -1.92048, -0.20191)  -0.0139
C (2.45220, -2.64828, 0.12300)  0.2200
C (2.66481, -3.77468, -1.04146)  -1.0883
I (4.12330, -2.99172, -2.50328)  -0.1053
C (1.69151, 0.15573, 2.52112)  -0.5328
I (1.16500, -0.47275, 4.58265)  -0.0928
C (3.24209, -0.06472, 2.19604)  -0.1743
C (3.85701, -1.33286, 2.94846)  -1.0946
I (4.29580, 1.69302, 3.06530)  -0.0858
P (-0.40734, 1.28386, -0.10080)  0.4166
C (-0.20086, 0.91578, -1.98194)  -1.0558
O (-2.11748, 1.46441, 0.10295)  -0.5282
H (0.95947, -5.36188, 0.69284)  0.1907
H (0.45437, -4.54674, 2.45649)  0.1862
H (-1.45281, -6.56744, 1.88222)  0.2923
H (-2.47600, -3.78718, 2.70783)  0.2106
H (-3.81108, -5.00567, 2.41075)  0.3873
H (-5.49417, -3.35755, 2.58231)  0.3137
H (-4.62396, -2.31033, 1.31578)  0.2566
H (-3.14919, -2.17218, 4.00420)  0.3241
H (-4.92374, -1.66351, 4.15998)  0.4352
H (-4.07690, -0.19258, 1.74491)  0.2886
H (-4.18534, 0.43824, 3.53499)  0.2951
H (-1.88172, -0.25601, 4.03316)  0.2502
H (-1.77851, 0.91144, 2.63885)  0.2820
H (-0.93414, -2.05345, 2.91639)  0.3062
H (-1.99327, -1.78564, 1.38300)  0.0245
H (0.28046, -2.75879, -0.29782)  -0.1166
H (1.14916, -1.46360, -1.25480)  0.2529
H (3.36759, -1.96642, 0.02465)  0.2353
H (2.39993, -3.19466, 1.11594)  -0.2213
H (1.69111, -3.85966, -1.63992)  0.4251
H (2.97834, -4.78532, -0.61901)  0.4851
H (1.53346, 1.29576, 2.54508)  0.4690
H (3.46590, -0.01108, 1.08843)  0.4663
H (4.77879, -1.77689, 2.44194)  0.2774
H (3.10707, -2.19670, 3.03888)  0.1698
H (4.20537, -1.02389, 3.99626)  0.4583
H (-0.45520, -0.16835, -2.24417)  0.3394
H (-0.86073, 1.60133, -2.60787)  0.3200
H (0.88405, 1.12855, -2.29879)  0.2517
H (-2.55231, 0.82687, -0.50683)  0.2819
C (1.07352, 4.19453, -6.03024)  -0.6970
O (1.73625, 4.75906, -4.90410)  -0.3172
P (0.80343, 5.39090, -3.76703)  1.1095
O (-0.35346, 4.54656, -3.38709)  -0.6405
O (0.40275, 6.84256, -4.32021)  -0.3249
C (1.20479, 7.48146, -5.30270)  -0.6602
O (1.82108, 5.70217, -2.57914)  -0.3132
C (1.25323, 6.25118, -1.39292)  -0.6944
H (1.67441, 4.38870, -6.91981)  0.2529
H (0.97723, 3.11859, -5.88584)  0.2529
H (0.08425, 4.63443, -6.17303)  0.3520
H (0.84475, 7.18953, -6.29185)  0.2488
H (2.26084, 7.22364, -5.20410)  0.3217
H (1.09572, 8.56202, -5.20118)  0.2742
H (0.22676, 5.90915, -1.24400)  0.3426
H (1.26724, 7.34157, -1.45792)  0.2422
H (1.84982, 5.93500, -0.53683)  0.2448

No. 2
Here is a gas-phase ion, C2H2N3O2 (charge +1) in a non-equilibrium geometry from the Open Molecules 2025 dataset. Energies are from ωB97M-V with the def2-TZVPD basis set.

Computed properties:
charge = +1
E_HOMO (spin up / spin down) = -17.3 / -17.3 eV
lowest unoccupied orbital energy (spin up / spin down) = -8.354 / -8.353 eV
SMILES = O=C1C=N[N+](=O)N1
multiplicity = 1
gap between HOMO and LUMO (spin up / spin down) = 8.9 / 8.9 eV

Last column: natural (NBO) charge in e.
Positions of all 9 atoms, in Å:
O (2.21356, 0.66688, -0.03890)  -0.3045
C (1.14852, 0.19332, 0.05981)  0.6245
C (0.48616, -1.19850, -0.03315)  0.1192
N (-0.76010, -1.13381, -0.06980)  -0.2077
N (-1.17952, 0.16273, -0.00041)  0.5178
O (-2.32455, 0.50513, 0.01001)  -0.1215
N (-0.14942, 0.96214, 0.01570)  -0.4129
H (1.16303, -2.10439, 0.03942)  0.3003
H (-0.59769, 1.94649, 0.01732)  0.4849

No. 3
Here is 2 unconnected molecules or ions with the total composition C4H12 in a non-equilibrium geometry from the Open Molecules 2025 dataset. Energies are from ωB97M-V with the def2-TZVPD basis set.

Computed properties:
charge = 0
E_HOMO = -11.6 eV
lowest unoccupied orbital energy = 1.154 eV
SMILES = CC.CC
multiplicity = 1
gap between HOMO and LUMO = 12.7 eV

Last column: natural (NBO) charge in e.
Positions of all 16 atoms, in Å:
C (2.11602, 1.18112, 1.12888)  -0.6135
C (0.91066, 0.56983, 1.82016)  -0.6140
H (2.08598, 0.92203, 0.06500)  0.2032
H (2.27527, 2.23697, 1.31035)  0.2079
H (3.04850, 0.73569, 1.46979)  0.2023
H (1.07896, -0.46116, 2.11425)  0.2067
H (-0.00969, 0.66598, 1.24763)  0.2051
H (0.62805, 1.13709, 2.71979)  0.2024
C (-0.96235, -0.92841, -2.00399)  -0.6202
C (-2.00462, -0.78662, -0.91061)  -0.6162
H (0.07712, -0.96809, -1.71778)  0.2088
H (-1.20138, -1.75341, -2.68514)  0.2070
H (-1.11758, -0.13905, -2.73608)  0.2046
H (-2.32866, 0.22283, -0.66184)  0.2058
H (-1.69505, -1.28656, 0.00902)  0.2045
H (-2.90124, -1.34824, -1.16944)  0.2058

No. 4
Here is a molecular structure, C5H11NO2 in a non-equilibrium geometry from the Open Molecules 2025 dataset. Energies are from ωB97M-V with the def2-TZVPD basis set.

Computed properties:
charge = 0
E_HOMO = -7.8 eV
lowest unoccupied orbital energy = -3.568 eV
multiplicity = 1
gap between HOMO and LUMO = 4.2 eV

Last column: natural (NBO) charge in e.
Positions of all 19 atoms, in Å:
C (-0.63708, -1.81014, 1.22806)  -0.5292
N (-0.97978, -0.42743, 1.52847)  -0.2266
C (-0.57077, -0.07674, 0.40149)  0.5442
C (0.63356, 0.75849, 0.24426)  -0.5307
C (1.77945, 0.16599, -0.58608)  -0.6093
O (1.46356, 2.99577, -0.05044)  -1.1226
C (-1.41527, -0.45789, -1.03081)  0.0072
O (-0.90626, -1.46589, -1.56746)  -0.5029
H (0.28489, -2.09486, 0.71148)  0.2437
H (-1.38119, -2.34411, 0.60031)  0.2637
H (-0.56494, -2.47998, 2.08879)  0.2577
H (2.52058, -0.23396, 0.10109)  0.2168
H (-2.42680, -0.59368, -0.60433)  0.1487
H (0.97873, 1.14510, 1.19874)  0.2878
H (0.30070, 1.73158, -0.25132)  0.3981
H (2.13345, 1.02254, -1.16819)  0.2868
H (1.45094, -0.64333, -1.23844)  0.2258
H (1.64542, 3.88560, 0.27415)  0.4417
H (-1.31777, 0.52785, -1.52024)  0.1990

E_tot in Eh, matching the order above: -3092.1789 -391.7095 -159.5714 -401.9994
Energy above the lowest of the compared OMol25 structures with the same formula, charge and spin in kJ/mol, matching the order above: 415.0 101.8 35.7 994.4